Entry 1:
Entry from the Open Molecules 2025 dataset: a gas-phase ion, C9H17NOP (charge +1) at a distorted geometry (ωB97M-V with the def2-TZVPD basis set).

The geometry in XYZ format:
```
29
Properties=species:S:1:pos:R:3:forces:R:3:lowdin_charge:R:1
C 0.300 -1.617 -0.014 -0.1 0.5 0.5 -0.16
C 1.585 -1.919 -0.180 0.1 -1.8 0.0 -0.09
C -0.070 -0.268 0.565 -0.4 -1.3 -0.3 -0.18
C 2.744 -1.049 -0.039 1.8 -2.7 -0.3 -0.08
C 1.118 0.814 0.232 0.0 -1.9 0.7 -0.27
C 2.699 0.221 0.242 -5.6 0.3 -1.0 -0.25
C 3.723 1.186 0.439 0.2 1.3 1.2 -0.05
C -2.759 -0.781 -1.339 -1.7 -2.3 3.2 -0.14
C -3.227 -0.346 1.542 1.2 -1.0 -0.8 -0.13
N 0.766 1.509 -0.971 0.4 -0.4 -1.6 0.03
O -2.138 1.566 -0.090 0.2 4.5 -1.0 -0.20
P -2.084 0.065 0.060 1.3 -0.8 2.8 0.86
H -0.468 -2.391 -0.039 0.3 0.0 -0.1 0.10
H 1.846 -2.997 -0.296 -0.3 1.0 -0.3 0.13
H -0.186 -0.517 1.663 0.1 0.9 -0.9 0.13
H 3.713 -1.637 -0.142 -1.1 1.2 0.2 0.14
H 1.133 1.460 1.054 -0.3 1.4 1.2 0.11
H 3.868 1.145 1.529 0.4 0.6 -0.1 0.11
H 3.384 2.216 0.165 0.7 -0.8 0.0 0.11
H 4.603 0.806 -0.037 0.8 0.5 -0.3 0.09
H -3.091 -0.269 -2.184 -0.5 1.1 -1.1 0.05
H -1.893 -1.325 -1.527 1.3 -1.8 -1.4 0.00
H -3.576 -1.516 -0.881 1.7 1.5 -1.3 0.13
H -2.742 -1.224 2.053 -0.6 0.5 -0.6 0.07
H -3.224 0.429 2.300 0.0 0.4 -0.2 0.05
H -4.268 -0.611 1.219 1.1 0.3 0.1 0.07
H 1.128 2.457 -1.032 0.2 -0.3 0.1 0.09
H -1.479 2.149 -0.598 -0.8 -1.7 0.9 0.14
H 1.170 0.961 -1.765 -0.6 0.9 0.6 0.12
```
Positions in Å, forces in eV/Å.

Results
charge = +1
largest force on an atom = 5.70 eV/A
calculated total energy = -22426.720 eV
energy relative to the best compared isomer or geometry (same formula, charge and spin) = 1.3876 eV

Entry 2:
Entry from the Open Molecules 2025 dataset: a molecular structure, C9H17NOPSn at a distorted geometry (ωB97M-V with the def2-TZVPD basis set).

The geometry in XYZ format:
```
30
Properties=species:S:1:pos:R:3:forces:R:3:lowdin_charge:R:1
C -1.764 -1.866 1.404 -1.0 -1.0 0.7 -0.32
C -1.950 -3.310 1.237 -0.4 -0.6 2.0 -0.30
C -2.616 -3.568 0.020 0.0 -2.0 0.1 -0.27
C -3.061 -2.361 -0.521 -0.7 0.3 0.3 -0.29
C -2.562 -1.297 0.317 -1.2 0.5 -0.3 -0.34
Sn -0.585 -1.956 -0.516 2.8 0.5 -3.1 0.87
P 2.147 -2.095 1.045 0.5 0.5 0.0 0.57
H -1.201 -1.395 2.279 -1.2 -0.4 -1.6 0.12
H -1.638 -4.067 2.009 0.1 0.9 -1.3 0.10
H -2.671 -4.585 -0.516 -0.2 1.7 1.2 0.12
H -2.741 -0.266 0.008 0.2 -0.2 0.7 0.09
H -3.730 -2.301 -1.406 1.0 0.4 0.7 0.11
H 3.431 -2.167 0.411 -0.1 0.0 0.4 -0.17
H 2.365 -3.145 1.978 0.2 0.2 0.0 -0.18
H 2.422 -0.981 1.914 0.1 -0.6 -0.2 -0.15
C 1.385 3.680 -1.021 0.3 -0.8 -0.3 -0.30
N 0.883 2.560 -0.189 0.0 -0.5 -0.8 -0.15
C -0.043 2.966 0.838 -0.4 0.4 0.9 -0.16
C 0.918 1.266 -0.595 -1.8 -1.0 1.7 -0.47
C 1.650 0.913 -1.854 0.1 0.2 -0.8 -0.10
O 0.271 0.374 0.093 1.7 2.0 -1.3 -0.26
H 1.065 4.584 -0.495 0.5 0.0 -0.5 0.03
H 0.905 3.632 -2.031 0.4 0.3 0.6 0.04
H 2.498 3.619 -1.099 -0.8 0.3 -0.1 0.05
H -1.084 2.697 0.636 0.1 -0.3 -0.2 0.08
H 0.217 2.606 1.842 0.1 -0.2 -0.3 0.08
H -0.013 4.055 0.871 -0.1 -0.2 0.2 0.05
H 2.493 0.242 -1.697 0.0 -0.2 0.4 0.06
H 0.965 0.398 -2.546 0.0 0.0 0.5 0.06
H 2.042 1.769 -2.419 -0.2 -0.1 0.4 0.04
```
Positions in Å, forces in eV/Å.

Results
charge = -1
largest force on an atom = 4.23 eV/A
calculated total energy = -28261.312 eV

Entry 3:
Entry from the Open Molecules 2025 dataset: a molecular structure, C9H18AlFNO2 at a distorted geometry (ωB97M-V with the def2-TZVPD basis set).

The geometry in XYZ format:
```
32
Properties=species:S:1:pos:R:3:forces:R:3:lowdin_charge:R:1
C -1.418 3.498 -1.446 0.3 0.0 -0.1 -0.05
C -2.027 2.137 -1.483 0.0 -0.5 0.4 -0.46
N -2.929 1.946 -2.344 -0.7 0.0 -0.6 0.11
C -1.611 1.074 -0.505 0.3 0.7 -0.2 -0.10
C -0.144 0.985 -0.141 0.4 -1.4 0.4 -0.38
O -0.069 -0.002 0.866 0.4 -0.1 0.2 -0.20
Al 1.506 -0.869 0.652 -0.6 -0.3 -0.3 0.21
C 1.687 -2.752 1.340 -0.4 0.4 0.0 -0.23
C 0.504 -3.269 2.161 0.5 -0.4 -0.2 -0.28
C 0.463 -2.705 3.554 -0.1 -0.4 0.0 -0.25
F 0.880 -1.390 3.607 -0.2 0.4 0.1 -0.06
O 1.293 -0.761 -1.167 -0.3 -0.2 0.5 -0.18
C 0.881 0.572 -1.266 1.3 0.6 0.1 -0.47
C 0.605 1.009 -2.687 -0.6 -0.3 -0.1 -0.04
H -0.682 3.628 -0.667 0.1 0.1 0.3 0.07
H -2.211 4.225 -1.388 -0.2 0.4 0.2 0.07
H -0.933 3.658 -2.398 0.2 0.1 -0.3 0.07
H -3.274 0.991 -2.271 0.0 -0.1 -0.1 0.04
H -2.132 1.258 0.430 -0.1 0.1 0.3 0.13
H -1.941 0.104 -0.846 -0.1 -0.4 -0.2 0.12
H 0.265 1.896 0.297 -0.4 0.6 -0.2 0.12
H 2.682 0.073 1.215 0.3 0.1 -0.1 -0.03
H 2.570 -2.790 1.976 0.3 0.0 0.2 0.04
H 1.875 -3.458 0.537 0.0 -0.1 -0.3 0.04
H -0.453 -3.155 1.665 -0.2 0.3 -0.2 0.10
H 0.634 -4.343 2.311 -0.2 -0.3 0.1 0.09
H 1.117 -3.273 4.207 0.3 0.0 0.2 0.10
H -0.545 -2.797 3.947 -0.3 0.3 0.3 0.10
H 1.774 1.161 -0.990 0.0 0.3 0.0 0.11
H 1.302 0.524 -3.357 0.4 -0.1 -0.1 0.07
H -0.392 0.746 -3.029 -0.2 -0.1 -0.1 0.07
H 0.724 2.081 -2.782 0.0 0.3 -0.1 0.06
```
Positions in Å, forces in eV/Å.

Results
charge = -1
largest force on an atom = 1.57 eV/A
calculated total energy = -24527.539 eV

Entry 4:
Entry from the Open Molecules 2025 dataset: a gas-phase ion, C9H18BN2O3 (charge +1) at a distorted geometry (ωB97M-V with the def2-TZVPD basis set).

The geometry in XYZ format:
```
33
Properties=species:S:1:pos:R:3:forces:R:3:lowdin_charge:R:1
C 2.273 2.280 3.045 0.0 0.0 0.1 -0.09
C 1.077 1.553 3.570 0.0 0.1 -0.1 -0.13
C 0.281 0.755 2.872 0.4 -0.9 -3.3 -0.23
O -0.819 0.097 3.322 -0.2 0.0 0.0 0.01
B 0.777 0.252 1.205 -1.0 0.3 0.4 -0.12
O 2.012 -0.188 1.118 1.1 -0.4 -0.7 0.18
C 0.205 0.082 -0.626 -0.2 1.0 4.0 -0.09
N 0.938 0.755 -1.480 0.2 0.1 -0.1 0.04
C 0.765 0.967 -2.906 -0.2 0.0 -0.4 -0.04
N -0.929 -0.548 -0.785 0.1 0.2 -0.4 -0.05
C -1.800 -0.639 -1.952 -0.3 -0.4 -0.6 -0.08
C -1.927 -2.107 -2.386 0.0 0.3 -0.1 -0.17
O -2.403 -2.898 -1.330 -0.2 0.0 0.0 -0.10
C -1.566 -2.817 -0.207 0.1 0.1 0.4 -0.16
C -1.470 -1.367 0.291 -0.2 -0.6 0.2 -0.09
H 2.360 2.197 1.965 0.1 0.1 -0.1 0.06
H 2.200 3.336 3.299 0.1 0.1 -0.1 0.09
H 3.185 1.904 3.510 0.1 0.0 0.0 0.09
H 0.855 1.732 4.616 -0.1 -0.1 0.1 0.12
H -0.980 0.316 4.250 0.0 0.0 0.0 0.12
H 2.595 -0.228 1.880 -0.2 0.1 0.4 0.13
H 1.756 1.195 -1.085 -0.1 -0.1 0.1 0.14
H -0.054 1.662 -3.101 0.0 -0.1 0.0 0.10
H 0.585 0.029 -3.429 0.0 0.0 0.0 0.09
H 1.678 1.404 -3.303 0.0 0.0 0.1 0.10
H -1.454 -0.024 -2.775 0.0 0.0 0.1 0.10
H -2.787 -0.284 -1.639 0.1 0.0 -0.1 0.15
H -2.655 -2.197 -3.191 0.1 0.1 0.0 0.14
H -0.952 -2.477 -2.732 0.0 0.0 0.0 0.13
H -0.560 -3.190 -0.450 0.0 0.0 0.0 0.14
H -2.012 -3.453 0.556 0.1 0.1 0.0 0.14
H -2.471 -1.009 0.545 0.1 0.1 0.0 0.15
H -0.834 -1.300 1.173 -0.1 -0.1 0.0 0.10
```
Positions in Å, forces in eV/Å.

Results
SMILES string = C/C=C(/O)B(O)/C(=[NH+]/C)N1CCOCC1
charge = +1
largest force on an atom = 4.12 eV/A
calculated total energy = -19417.144 eV
energy relative to the best compared isomer or geometry (same formula, charge and spin) = 0.6256 eV

Entry 5:
Entry from the Open Molecules 2025 dataset: a molecular structure, C9H18BaOP at a distorted geometry (ωB97M-V with the def2-TZVPD basis set).

The geometry in XYZ format:
```
30
Properties=species:S:1:pos:R:3:forces:R:3:lowdin_charge:R:1
C 0.585 1.851 -1.000 -0.5 0.2 0.2 -0.26
C 1.110 2.657 0.052 -0.8 -0.6 0.0 -0.21
C 0.007 3.261 0.721 0.0 0.0 -0.5 -0.22
C -1.186 2.914 0.029 0.4 -0.6 0.1 -0.23
C -0.844 2.005 -1.015 0.5 0.1 0.1 -0.30
Ba -1.304 -1.451 -0.347 0.0 0.6 -1.7 0.61
P 1.735 -2.307 -0.696 1.3 -0.5 -0.4 0.45
H 1.152 1.259 -1.719 0.0 0.2 0.2 0.05
H 2.163 2.758 0.314 -0.3 -0.1 0.0 0.06
H 0.069 3.900 1.606 0.0 -0.1 -0.4 0.06
H -1.523 1.610 -1.786 0.3 0.3 0.4 0.04
H -2.186 3.290 0.236 0.2 -0.1 0.0 0.06
H 2.498 -3.225 0.099 -0.3 0.4 -0.3 -0.16
H 2.869 -1.529 -1.139 -0.2 -0.2 0.1 -0.17
H 1.700 -3.161 -1.852 0.0 0.3 0.4 -0.16
C -0.212 -2.714 3.303 0.2 0.1 0.5 -0.11
C -1.645 -2.803 2.820 -0.5 0.6 -0.3 -0.28
O -1.981 -1.700 1.914 -0.5 -0.4 1.6 -0.63
C -2.432 -0.433 2.470 0.6 -0.2 0.2 -0.30
C -3.811 -0.070 1.966 -0.5 0.1 0.1 -0.11
H 0.492 -2.374 2.528 -0.4 -0.2 0.2 0.05
H 0.116 -3.703 3.650 0.0 0.2 -0.1 0.07
H -0.155 -2.028 4.159 0.2 -0.1 -0.2 0.07
H -1.838 -3.710 2.237 0.1 0.2 0.0 0.08
H -2.366 -2.762 3.652 0.2 -0.1 -0.2 0.12
H -2.398 -0.512 3.557 -0.1 0.0 0.0 0.12
H -1.690 0.330 2.178 -0.2 -0.1 0.1 0.11
H -4.470 -0.947 1.891 0.3 0.2 0.0 0.08
H -4.279 0.619 2.682 0.1 0.0 -0.2 0.08
H -3.778 0.446 0.994 0.0 -0.2 0.2 0.05
```
Positions in Å, forces in eV/Å.

Results
charge = -1
largest force on an atom = 1.80 eV/A
calculated total energy = -21650.551 eV

Entry 6:
Entry from the Open Molecules 2025 dataset: a molecular structure, C9H18BrO2Si at a distorted geometry (ωB97M-V with the def2-TZVPD basis set).

The geometry in XYZ format:
```
31
Properties=species:S:1:pos:R:3:forces:R:3:lowdin_charge:R:1
C -0.139 0.625 1.964 0.7 1.2 1.4 -0.77
C -1.131 -1.201 -1.429 0.6 0.5 -1.0 -0.16
C -0.216 2.557 -0.672 -1.7 0.7 -1.2 -0.07
C 1.479 0.815 -0.772 2.4 0.8 0.6 -0.10
C 0.121 1.074 -2.731 1.8 0.3 -1.7 -0.11
C 0.343 -2.414 3.143 -0.2 -1.6 2.8 -0.28
C -1.054 0.164 -0.695 0.5 -2.1 3.1 -0.27
C -0.737 -0.366 1.046 -1.4 0.5 -3.7 -0.67
C 0.033 1.148 -1.160 0.4 0.0 -2.9 -0.57
O 0.946 0.081 2.457 -0.3 0.1 -0.9 -0.14
O -0.539 1.746 2.229 -0.3 0.2 0.2 0.01
Si 0.617 -1.613 1.457 0.0 -1.0 0.3 0.36
Br -2.530 -0.911 1.597 0.0 0.0 0.3 0.71
H -0.056 -1.687 -1.598 -2.5 0.8 0.5 0.10
H -1.629 -0.956 -2.451 0.9 -0.8 1.5 0.09
H -1.844 -1.785 -0.781 1.0 0.0 -1.1 0.03
H -1.108 3.161 -1.037 0.5 -1.4 0.6 0.11
H -0.171 2.444 0.358 -0.9 0.4 2.1 0.03
H 0.551 3.258 -0.817 1.7 0.6 -1.0 0.05
H 1.987 -0.116 -1.243 -1.1 1.7 0.5 0.10
H 1.641 0.725 0.299 -0.4 -0.4 0.1 0.04
H 2.142 1.799 -0.903 -1.2 -2.1 -0.6 0.12
H 0.498 0.004 -3.095 -1.1 2.3 0.7 0.10
H -0.750 1.446 -3.306 -0.1 -0.8 0.5 0.07
H 0.923 1.829 -3.154 -1.1 -1.4 1.2 0.10
H 0.799 -1.851 4.081 -1.1 -1.0 -2.0 0.05
H -0.823 -2.569 3.314 2.3 0.6 -0.3 0.02
H 0.750 -3.506 3.235 -0.6 1.8 -0.4 0.02
H -2.140 0.465 -0.665 1.4 0.7 0.0 0.11
H 1.875 -1.543 0.649 0.2 0.2 0.6 -0.03
H 0.162 -2.823 0.681 -0.3 -0.4 -0.2 -0.06
```
Positions in Å, forces in eV/Å.

Results
charge = -1
largest force on an atom = 4.01 eV/A
calculated total energy = -91639.683 eV
energy relative to the best compared isomer or geometry (same formula, charge and spin) = 1.3156 eV